{"formula": "C28H40As3N3PtSe2", "method": "ωB97M-V/def2-TZVPD", "multiplicity": 3, "charge": 2, "e_lumo_ev": [-6.59, -6.69], "species": ["Pt", "C", "As", "C", "C", "C", "C", "C", "As", "C", "C", "C", "As", "C", "C", "H", "H", "H", "H", "H", "H", "H", "H", "H", "H", "H", "H", "H", "H", "H", "H", "H", "H", "H", "H", "H", "H", "H", "H", "H", "H", "H", "Se", "Se", "C", "C", "C", "C", "C", "N", "C", "C", "C", "C", "C", "N", "H", "H", "H", "H", "H", "H", "H", "H", "N", "C", "C", "C", "C", "C", "C", "C", "H", "H", "H", "H", "H"], "positions_angstrom": [[-1.60343, -0.80650, 0.01739], [1.27376, -2.91433, -1.66925], [0.00579, -2.74216, -0.24681], [-1.51489, -4.08777, -0.33761], [0.90088, -3.52730, 1.41812], [1.97991, -2.74708, 2.24986], [2.23307, -3.69802, 3.50056], [1.35093, -1.46638, 2.87598], [0.23980, -0.24132, 1.68699], [-0.82442, 0.83252, 2.93786], [1.14205, 1.41968, 0.91438], [3.35861, -2.60170, 1.56455], [3.72783, -0.73506, 0.85067], [5.06000, -0.21754, 2.19615], [5.10791, -1.40624, -0.41224], [0.88618, -3.64346, -2.36881], [2.30491, -3.05008, -1.29212], [1.24756, -1.92043, -2.26463], [-1.37969, -4.90116, 0.38732], [-1.78604, -4.50503, -1.32860], [-2.30285, -3.46116, 0.08885], [1.35909, -4.39731, 0.88799], [0.05317, -3.83391, 2.06758], [1.28507, -4.08212, 3.99371], [2.77778, -3.19958, 4.30994], [2.72421, -4.69577, 3.20980], [2.12223, -0.76132, 3.24668], [0.67890, -1.69992, 3.72080], [-0.06457, 1.36020, 3.54358], [-1.37135, 0.18328, 3.66459], [-1.51932, 1.52561, 2.43780], [1.41048, 2.06315, 1.70805], [0.36356, 1.83551, 0.27197], [1.94834, 1.19836, 0.28006], [3.41694, -3.19654, 0.64045], [4.20514, -2.87863, 2.19914], [4.88818, 0.84250, 2.38725], [6.07041, -0.36878, 1.83387], [4.94814, -0.69114, 3.20063], [4.60004, -1.91990, -1.27218], [5.82100, -2.12418, 0.00432], [5.64066, -0.54173, -0.78079], [-3.90353, 0.79832, -0.93982], [-3.03803, 2.81451, 0.43481], [-1.95410, 3.99537, -0.53112], [-2.29796, 4.80619, -1.66150], [-1.42263, 5.65562, -2.22208], [-0.05599, 5.60023, -1.73891], [0.20535, 4.79546, -0.63209], [-0.74593, 4.13541, 0.01316], [-4.18079, -0.10887, 0.79809], [-5.15439, 0.29933, 1.73902], [-5.20896, -0.33265, 2.97776], [-4.38848, -1.46306, 3.19192], [-3.49799, -1.87795, 2.22364], [-3.24773, -1.09604, 1.10592], [-3.29771, 4.71289, -2.05268], [-1.51499, 6.33945, -3.02333], [0.71757, 6.26576, -2.16308], [1.21189, 4.67946, -0.21108], [-5.77113, 1.13102, 1.54206], [-5.76734, 0.14385, 3.79395], [-4.45301, -1.98572, 4.14770], [-2.79876, -2.77764, 2.36237], [-1.01304, -0.03712, -1.66772], [-0.90708, 0.74525, -2.52784], [-0.89144, 1.56908, -3.70399], [0.21011, 2.22642, -4.21115], [0.16579, 2.86074, -5.46843], [-0.98784, 2.76054, -6.24724], [-2.04522, 1.99208, -5.78096], [-2.03300, 1.44360, -4.52731], [1.11357, 2.25791, -3.62620], [1.04646, 3.40909, -5.90363], [-1.00968, 3.27630, -7.22182], [-2.89917, 1.79706, -6.40477], [-2.95080, 0.97080, -4.18754]], "atomic_forces_ev_per_a": [[1.102, -0.598, -0.072], [0.307, 2.101, -1.289], [-1.057, -1.473, 1.553], [0.488, 0.089, 0.175], [0.320, 0.352, -1.189], [-0.608, -1.510, 1.365], [-0.879, -1.727, -0.002], [0.202, 0.936, -0.552], [-0.304, 1.823, -0.145], [0.291, -0.713, 1.429], [-1.631, -1.545, -0.317], [-0.573, 1.128, -1.021], [1.298, -1.795, 0.046], [-0.560, 0.543, 1.224], [-0.956, -0.546, -0.831], [0.429, -0.505, -0.008], [-0.685, -0.295, -0.359], [0.133, -1.474, 1.069], [0.354, 0.045, -0.359], [0.274, 0.514, 0.567], [-0.204, -0.291, -0.493], [-0.274, 0.257, 0.941], [0.546, 0.093, -0.459], [0.679, 0.804, -0.668], [0.268, -0.082, -0.394], [-0.245, 1.723, 0.224], [-0.244, -0.492, 0.001], [0.191, 0.001, -0.446], [-0.523, 0.132, -0.254], [0.235, 0.405, -0.696], [0.553, -0.372, 0.049], [0.223, 0.722, 0.836], [-0.233, 0.200, 0.471], [1.078, -0.426, -0.489], [-0.097, -0.147, 0.478], [-0.322, 0.021, 0.014], [0.354, 0.110, -0.040], [0.045, -0.040, -0.054], [-0.029, 0.013, -0.893], [0.463, 0.575, 0.612], [-0.223, 0.223, 0.284], [0.208, 0.145, -0.238], [0.003, 0.844, 1.959], [-1.406, -1.137, -0.004], [1.691, 2.015, -1.580], [-2.095, -1.876, 1.041], [4.488, 0.124, 0.933], [-1.213, 0.308, 0.046], [0.344, 0.975, -0.222], [-0.346, -1.791, -0.180], [0.582, -0.455, 0.880], [1.317, -1.174, -0.337], [1.054, -0.021, -0.026], [-0.864, 0.247, 0.304], [1.685, 0.284, -0.682], [-3.331, -0.289, 1.864], [-0.265, 0.087, -0.048], [-1.082, 0.349, -0.743], [-0.489, -0.687, 0.167], [-0.374, 0.358, -0.137], [-0.634, 0.766, -0.408], [-0.038, -0.610, -0.425], [0.061, -0.007, -0.395], [-1.169, 1.585, -0.179], [1.716, 2.794, -3.135], [0.271, -1.150, 1.028], [-1.092, -0.795, -0.647], [0.846, 0.761, -0.448], [0.413, 0.188, -0.100], [0.803, 0.234, -0.162], [-0.268, 0.257, -0.428], [-0.232, 0.071, 0.547], [0.226, 0.057, 0.064], [-0.957, -0.668, 0.854], [-0.136, -0.510, 0.558], [-0.253, 0.216, -0.143], [0.350, -0.272, 0.115]], "mulliken_spin": [0.9326, 0.0338, 0.3041, 0.0296, 0.0430, -0.0340, 0.0019, 0.0702, 0.2448, 0.0119, 0.0327, -0.0004, 0.0039, 0.0000, 0.0003, 0.0073, 0.0076, 0.0032, 0.0089, 0.0006, -0.0059, 0.0049, 0.0006, -0.0004, -0.0007, 0.0007, 0.0095, 0.0018, 0.0121, 0.0005, -0.0064, 0.0119, -0.0128, 0.0012, 0.0002, 0.0007, 0.0000, 0.0000, -0.0001, -0.0001, 0.0001, 0.0000, 0.1228, -0.0022, 0.0033, -0.0003, -0.0001, 0.0007, -0.0002, -0.0003, 0.0276, -0.0055, 0.0201, -0.0064, 0.0185, 0.0295, 0.0000, 0.0000, 0.0000, -0.0005, 0.0043, 0.0006, 0.0003, -0.0009, 0.0378, 0.0009, 0.0203, 0.0036, -0.0001, 0.0004, 0.0004, 0.0060, 0.0002, -0.0001, 0.0000, 0.0000, -0.0006]}

{"formula": "C8H32N9O11", "method": "ωB97M-V/def2-TZVPD", "multiplicity": 2, "charge": -2, "relative_energy_kj_mol": 17.1, "e_lumo_ev": [4.49, 4.44], "species": ["N", "O", "O", "O", "C", "O", "H", "H", "H", "H", "C", "O", "H", "H", "H", "H", "C", "O", "H", "H", "H", "H", "C", "O", "H", "H", "H", "H", "C", "O", "N", "N", "H", "H", "H", "H", "C", "O", "N", "N", "H", "H", "H", "H", "C", "O", "N", "N", "H", "H", "H", "H", "C", "O", "N", "N", "H", "H", "H", "H"], "positions_angstrom": [[-0.14525, 0.06228, -0.28123], [0.94978, 0.09405, -0.84738], [-0.96363, -0.67966, -0.76443], [-0.46751, 0.85673, 0.60686], [-3.74611, 1.09607, -0.76721], [-3.57097, 0.31241, 0.34505], [-3.78553, 0.55024, -1.70988], [-4.72885, 1.56656, -0.73641], [-3.03837, 1.92434, -0.80166], [-2.63468, 0.10114, 0.36332], [3.31715, -0.25757, 2.13372], [2.34274, 0.69882, 1.84401], [3.23766, -0.65620, 3.14509], [3.05648, -1.16951, 1.59658], [4.29317, 0.14199, 1.85836], [1.95720, 0.56504, 0.97507], [0.09834, -2.01564, 2.59608], [0.05295, -3.28289, 3.30593], [0.95813, -1.68620, 2.01269], [-0.77037, -1.86165, 1.95598], [0.06808, -1.29992, 3.41762], [-0.54216, -3.25081, 4.05854], [2.53695, -3.19688, -2.20688], [3.32614, -2.49399, -1.26631], [2.98680, -4.17834, -2.35668], [1.52054, -3.47199, -1.92521], [2.31652, -2.62688, -3.10944], [3.15954, -1.55623, -1.38646], [1.02677, 4.49671, 0.86775], [1.11866, 5.69658, 0.74132], [1.42497, 3.79355, 1.87593], [0.41159, 3.70670, 0.05859], [1.75299, 4.30432, 2.68316], [1.53684, 2.79134, 1.81964], [-0.23181, 4.19279, -0.54957], [0.42890, 2.69701, 0.07609], [-2.04146, -3.59461, -2.45900], [-2.56530, -4.43854, -3.06348], [-1.62757, -2.50026, -2.95693], [-1.61918, -3.68128, -1.25745], [-1.75137, -2.26566, -3.93147], [-1.33718, -1.77814, -2.31325], [-1.22463, -2.93234, -0.70650], [-1.64903, -4.59803, -0.83465], [-1.50304, 2.28441, 3.96010], [-2.02571, 2.90112, 4.80288], [-0.47117, 1.57047, 4.10505], [-1.95350, 2.20293, 2.74903], [-0.05702, 1.40974, 5.01210], [-0.06529, 0.96681, 3.40436], [-2.95305, 2.28358, 2.62860], [-1.45482, 1.87898, 1.93266], [0.67596, 0.62945, -4.38098], [0.67077, 0.81321, -5.60777], [-0.40746, 0.71172, -3.63457], [1.68919, 0.24728, -3.65871], [-1.22485, 1.19994, -3.97161], [-0.37817, 0.47263, -2.65371], [2.51628, -0.10148, -4.12173], [1.50397, 0.35377, -2.67157]], "atomic_forces_ev_per_a": [[1.364, -0.687, 1.387], [5.910, 1.389, -1.934], [-6.025, -4.431, -2.682], [-0.915, 3.787, 3.529], [-0.865, 1.019, -0.794], [-0.408, -0.436, 0.858], [0.582, -0.261, -0.204], [-0.325, 0.111, 0.361], [0.344, -0.055, -0.278], [0.811, -0.402, 0.002], [-0.655, -0.839, -0.762], [-0.326, 0.930, 1.185], [0.264, 0.811, 0.529], [0.615, -0.117, -0.669], [0.309, -0.433, 0.289], [-0.407, -0.363, -0.849], [-1.260, 0.876, 1.612], [1.094, -0.576, -1.227], [0.447, -1.333, 0.095], [-0.081, -0.133, 0.014], [-0.227, 0.641, -0.298], [-0.040, 0.560, -0.308], [-0.713, -0.449, -0.112], [-0.051, -0.170, -0.144], [0.454, 0.220, -0.530], [-0.225, 0.375, 0.999], [0.716, -0.088, -0.353], [-0.378, 0.173, 0.258], [-0.285, 0.681, -0.026], [0.110, 2.257, 0.076], [2.721, -1.021, 4.725], [-2.603, -0.913, -4.747], [0.291, -0.431, -0.218], [-0.123, 0.073, 0.363], [0.310, -0.555, -0.378], [-0.521, -0.246, 0.261], [1.400, 1.353, -0.045], [-3.574, -5.560, -3.403], [1.204, 5.763, -3.346], [1.110, -2.438, 6.821], [-0.252, -0.084, 0.401], [0.406, 0.586, -0.170], [0.059, 0.310, -0.294], [-0.237, 0.345, 0.086], [-0.958, -0.230, -2.375], [-2.837, 3.191, 5.105], [6.916, -4.245, 2.147], [-2.968, 0.507, -4.626], [-0.236, 0.573, -0.081], [-0.408, 0.286, -0.418], [0.317, 0.375, -0.072], [0.224, -0.511, 0.089], [-0.995, 0.130, -2.873], [0.270, 0.105, -0.028], [-2.970, 0.847, 0.936], [2.747, -0.653, 0.557], [0.322, -0.215, -0.033], [-0.133, -0.083, 0.216], [-0.162, 0.313, 0.471], [0.846, -0.626, 0.909]], "mulliken_spin": [0.4968, 0.1502, -0.0028, -0.0013, 0.0625, 0.0032, 0.0050, -0.0052, 0.0078, 0.0081, 0.0093, -0.0263, -0.0040, 0.0109, -0.0006, 0.0214, 0.0232, -0.0306, 0.0261, 0.0245, 0.0080, 0.0012, 0.0096, -0.0166, 0.0020, 0.0006, -0.0011, 0.0000, 0.0348, -0.0060, -0.0013, 0.0099, 0.0000, 0.0039, -0.0146, 0.0089, 0.0024, 0.0004, -0.0014, 0.0126, 0.0023, 0.0139, 0.0175, -0.0082, 0.0080, -0.0004, -0.0001, -0.0004, -0.0034, 0.0018, 0.0024, 0.0068, 0.1133, -0.0301, 0.0486, -0.0031, -0.0168, 0.0161, -0.0029, 0.0034]}

{"formula": "C24H25N3O5", "method": "ωB97M-V/def2-TZVPD", "relative_energy_kj_mol": 211.1, "e_lumo_ev": 0.63, "species": ["C", "C", "H", "H", "O", "C", "O", "C", "C", "C", "C", "C", "C", "H", "N", "C", "O", "C", "C", "O", "N", "C", "C", "C", "C", "C", "C", "C", "H", "H", "H", "H", "H", "C", "H", "H", "H", "H", "N", "C", "H", "C", "H", "O", "C", "H", "C", "H", "H", "H", "H", "H", "H", "H", "H", "H", "H"], "positions_angstrom": [[7.24570, 1.77565, 0.77736], [5.87053, 2.41173, 0.70068], [5.66718, 3.03073, 1.58231], [5.77312, 3.04798, -0.18681], [4.89691, 1.37260, 0.63240], [3.61747, 1.76979, 0.54174], [3.29197, 2.93574, 0.51676], [2.67544, 0.64131, 0.47174], [3.08681, -0.69099, 0.47100], [2.16103, -1.69972, 0.34929], [0.78411, -1.44208, 0.23116], [0.37121, -0.09311, 0.35161], [1.31153, 0.91633, 0.42744], [0.99486, 1.94832, 0.48396], [-0.98567, 0.28458, 0.42570], [-1.91950, -0.30870, 1.22856], [-1.72026, -1.33086, 1.85563], [-3.19980, 0.42009, 1.29057], [-4.15200, 0.26465, 2.27705], [-5.13160, 1.15284, 2.08613], [-4.86431, 1.89859, 0.98655], [-3.72809, 1.48540, 0.49031], [-3.18382, 2.08219, -0.73079], [-3.03580, 3.46231, -0.82679], [-2.51350, 4.02337, -1.97802], [-2.14731, 3.21637, -3.04256], [-2.31537, 1.84354, -2.96053], [-2.83170, 1.27572, -1.81084], [-2.98319, 0.20748, -1.74948], [-2.04656, 1.21356, -3.79544], [-1.73827, 3.65689, -3.93921], [-2.39358, 5.09409, -2.04536], [-3.32969, 4.08215, 0.00610], [-4.23202, -0.66048, 3.42698], [-5.06622, -1.34762, 3.29147], [-4.40150, -0.10252, 4.34601], [-3.30706, -1.22668, 3.48968], [-1.17494, 1.23198, 0.12535], [-0.11810, -2.44847, 0.01924], [-1.16707, -2.34184, -0.96746], [-1.29409, -1.30728, -1.27955], [-0.78891, -3.18849, -2.19394], [-1.60409, -3.20125, -2.91951], [-0.55106, -4.53285, -1.84973], [0.48338, -4.63899, -0.89544], [0.57435, -5.70121, -0.66344], [0.14072, -3.82668, 0.35973], [0.93074, -3.89329, 1.10510], [-0.78129, -4.22926, 0.79556], [1.42826, -4.27791, -1.33157], [0.11037, -2.75722, -2.66376], [-2.10406, -2.71622, -0.53938], [2.51079, -2.71922, 0.30289], [4.13794, -0.92248, 0.53496], [7.42490, 1.16437, -0.10317], [7.31670, 1.14420, 1.65895], [8.00441, 2.55083, 0.83276]], "atomic_forces_ev_per_a": [[-0.474, -0.014, -0.027], [0.299, 0.479, 0.014], [0.013, -0.064, -0.170], [-0.004, -0.069, 0.173], [-0.044, -0.329, 0.001], [0.019, 0.462, 0.001], [0.068, -0.187, 0.015], [-0.297, -0.313, -0.042], [-0.017, 0.312, 0.025], [-0.126, -0.084, 0.033], [0.143, 0.224, 0.011], [0.236, -0.188, 0.123], [0.348, -0.078, -0.025], [-0.048, 0.099, 0.042], [0.054, 0.200, -0.023], [-0.013, 0.099, 0.074], [0.014, 0.029, 0.172], [-0.864, 0.053, 0.452], [0.778, -0.074, -0.573], [0.203, -0.626, 0.623], [0.044, 0.785, -1.042], [-0.330, -0.393, 0.702], [-0.073, 0.265, -0.291], [0.015, -0.135, 0.062], [0.025, 0.084, -0.093], [0.004, 0.064, -0.015], [0.024, -0.080, -0.049], [-0.089, 0.070, 0.036], [0.007, -0.078, 0.021], [0.020, -0.046, -0.073], [0.039, 0.040, -0.072], [0.015, 0.089, -0.005], [-0.019, 0.060, 0.089], [-0.112, 0.098, 0.064], [-0.039, -0.064, 0.010], [-0.020, 0.018, 0.070], [-0.055, 0.015, 0.004], [-0.040, -0.191, 0.018], [0.029, -0.197, -0.132], [0.044, -0.203, -0.480], [-0.038, -0.055, 0.019], [-0.197, 0.377, 0.062], [0.043, 0.066, -0.005], [-0.081, -0.126, 0.011], [0.088, 0.001, 0.348], [0.068, 0.053, 0.019], [0.119, -0.210, -0.245], [-0.023, -0.023, 0.025], [0.078, -0.051, 0.039], [-0.052, -0.042, 0.048], [-0.086, -0.019, 0.022], [-0.025, 0.077, -0.033], [0.000, -0.088, -0.047], [0.080, -0.047, -0.001], [0.083, -0.053, -0.077], [0.076, -0.056, 0.087], [0.088, 0.064, 0.006]], "lowdin_charge": [-0.0654, -0.2284, 0.1282, 0.1277, -0.0135, -0.4542, 0.1046, -0.1327, -0.0101, 0.0029, -0.1503, -0.1371, 0.0603, 0.1305, 0.1343, -0.4121, 0.0884, -0.0082, -0.2309, 0.0359, 0.1314, -0.2010, -0.1925, -0.0194, -0.0716, -0.0793, -0.0704, -0.0409, 0.1122, 0.1052, 0.1039, 0.1054, 0.1173, 0.0210, 0.0974, 0.0940, 0.0770, 0.1291, -0.1010, -0.1281, 0.1069, -0.1807, 0.1261, -0.1284, -0.1839, 0.1262, -0.1258, 0.1245, 0.1351, 0.1233, 0.1311, 0.1358, 0.1037, 0.1175, 0.0763, 0.0764, 0.0763]}

Number 1: E -350591.5397 eV. Number 2: E -44745.6097 eV. Number 3: E -40001.1256 eV.